# 1
ORCA calculation (the ωB97M-V functional and the def2-TZVPD basis) on a structure of composition C36H44Ge2OPdS2Si.

**⟨S²⟩**: 2.013
**Frontier orbital gap (spin up / spin down)**: 7.1726 / 5.8835 eV
**HOMO (spin up / spin down)**: -0.2492 / -0.2889 Ha

```
! wB97M-V def2-TZVPD RIJCOSX def2/J DEFGRID3
* xyz 0 3
H 2.1795 0.2518 4.0235
C -1.3241 3.2741 0.3614
Ge -2.1940 1.8806 -0.6834
C -3.4269 -1.0265 1.1072
H 1.9422 0.7702 -1.5823
C 2.6223 5.0278 2.7091
C 0.6118 -4.8293 3.1803
H -2.6093 3.7539 -3.1675
H 3.0432 1.2425 2.8585
H 1.7851 -0.5943 1.6767
H -2.1703 1.2512 -3.1159
C 0.2884 -3.2823 0.8516
C -0.3975 -2.9741 2.0289
C 1.8997 -1.4709 -2.7456
H 0.3366 7.4965 2.4123
C 4.1371 -1.4508 -1.1137
C -4.2021 -2.4031 2.9117
H -0.5313 1.5509 -2.5747
H -4.5254 1.6989 -1.5356
H 3.7339 0.7343 0.2578
C 2.0623 6.2883 2.8309
S -3.2716 -0.9765 -0.6243
C -0.5926 -3.5189 -2.0336
H -0.8965 5.7062 1.3048
H -4.0435 4.2175 0.1984
C -4.1130 2.2003 -0.6587
C 1.9103 4.0122 2.0831
C -0.0989 3.1105 0.8726
C 1.7551 -1.8380 -1.3988
H 0.7119 -5.9062 -4.0967
H -5.5639 3.8208 -0.5748
H 1.4082 -4.1647 -2.5383
H 0.7380 -5.4251 4.0756
H -4.5266 1.6952 0.2143
C 3.5116 1.6046 -0.3633
C 2.0629 1.5804 -0.8690
H 1.8056 2.5070 -1.3895
H -1.2073 3.3756 -4.1574
Pd -1.0310 -0.2515 -0.1311
C 1.2402 0.2651 2.0731
C 3.1289 -1.0957 -3.2650
H -3.4039 -1.9494 3.4915
H 3.2147 -0.8137 -4.3070
H -5.1654 -2.0103 3.2309
H 3.6106 4.8277 3.1039
Ge 0.6960 1.3418 0.5063
H -4.1837 -3.4853 2.9952
O -4.0353 -2.1268 1.5096
C -1.5929 3.3590 -3.1351
C 2.0465 0.9442 3.1886
C -1.3867 -5.5191 -3.8575
C 4.2531 -1.0851 -2.4461
C -0.0398 -5.3066 -3.5981
C 0.7878 6.5163 2.3224
H 1.6913 -4.6729 -0.0194
H 5.2159 -0.7966 -2.8491
C 0.0902 5.4979 1.6966
H -1.6927 -6.2848 -4.5594
H 1.5477 1.8323 3.5769
H -2.7054 -3.1821 -1.8064
C 2.8998 -1.8173 -0.5951
H 2.3570 3.0334 2.0153
H 3.7416 2.4996 0.2107
H -1.0621 -2.1162 2.0594
H 2.8301 -2.1016 0.4497
C -1.5491 1.9452 -2.5450
C 1.1432 -4.3926 0.8743
H 1.0333 -1.4809 -3.3994
S -2.8325 0.1540 2.1414
C -1.9423 -3.7578 -2.3097
H 4.2064 1.5774 -1.2059
H -0.7837 -3.4710 4.0818
C -4.4821 3.6889 -0.6485
H -3.3885 -4.9006 -3.4034
Si 0.0649 -2.3080 -0.7475
C -0.2417 -3.7363 3.1819
C -2.3346 -4.7418 -3.2108
C 1.3059 -5.1560 2.0211
C 0.3477 -4.3187 -2.7041
H 0.3081 -0.1277 2.4833
H 1.9731 -6.0090 2.0101
H -0.9905 4.0555 -2.5477
H 5.0110 -1.4459 -0.4737
H -1.8415 4.2252 0.4825
C 0.6396 4.2189 1.5585
H 2.6073 7.0856 3.3197
H -4.1578 4.2026 -1.5551
*
```

# 2
ORCA calculation (the ωB97M-V functional and the def2-TZVPD basis) on a cluster of 2 separate species, C2H6N2O3 in total in a non-equilibrium geometry.

**Frontier orbital gap**: 11.0045 eV
**HOMO**: -0.3785 Ha
**SMILES string**: NC(=O)NC=O.O

```
! wB97M-V def2-TZVPD RIJCOSX def2/J DEFGRID3
* xyz 0 1
H 1.6936 -3.4143 4.9807
H -0.5885 0.2306 0.0764
H -1.2566 -0.2391 -3.3917
C -0.1339 1.9357 -0.9166
H 2.8439 -3.4228 3.9518
N -0.4958 1.2673 -2.1582
O 0.2071 3.0921 -1.0304
O 1.9589 -3.7519 4.1246
C -1.2855 0.1771 -2.3735
N -0.3461 1.2173 0.1814
H -0.7758 1.6775 0.9662
O -1.6948 -0.5246 -1.4458
H -0.1266 1.7551 -2.9650
*
```

ΔE to the lowest compared entry with this formula, charge and spin (kcal per mole)
31.7 17.8
Calculated total energy (eV)
-186152.12059 -11294.55561